1.
{
  "formula": "C43H77N14O3",
  "method": "ωB97M-V with the def2-TZVPD basis set",
  "symbols": ["H", "H", "H", "C", "C", "C", "H", "H", "H", "H", "H", "N", "N", "H", "C", "H", "H", "H", "C", "H", "C", "O", "N", "C", "H", "H", "H", "H", "H", "C", "H", "H", "H", "N", "H", "N", "H", "H", "N", "C", "N", "C", "H", "C", "H", "C", "H", "C", "C", "C", "N", "H", "C", "H", "H", "H", "N", "H", "H", "N", "O", "H", "C", "C", "H", "H", "N", "C", "C", "H", "H", "H", "C", "H", "O", "H", "H", "C", "C", "H", "H", "H", "N", "H", "H", "H", "H", "N", "C", "C", "C", "C", "N", "C", "H", "C", "H", "C", "H", "H", "H", "H", "H", "C", "H", "H", "C", "H", "C", "C", "H", "H", "C", "C", "H", "H", "H", "H", "H", "H", "H", "H", "H", "C", "C", "C", "H", "C", "H", "H", "H", "C", "H", "H", "C", "H", "C"],
  "coordinates": [[-0.919212, 3.953760, -5.879311], [3.061930, 0.162893, 6.489069], [7.120149, 1.021123, -1.544388], [2.299864, -1.813264, 6.246904], [-3.082142, -0.785272, -3.609083], [1.346051, 0.691136, 3.871098], [-1.455072, 1.633741, 5.135285], [2.056205, -3.923308, -4.915120], [-0.335177, 2.955280, -3.434370], [-5.161861, 3.407323, -1.649522], [5.393556, -0.784670, -1.888150], [-0.149918, 5.300671, -1.194464], [0.194554, 1.329685, 3.777689], [-2.181262, -4.274879, 0.260328], [-0.913361, 2.113705, -3.768620], [-1.259575, -3.466613, 7.417540], [-1.780168, -1.556879, -0.214419], [-5.693753, 0.640843, 1.405212], [6.385324, 1.482760, -0.906528], [1.043849, 3.498080, -1.104913], [-4.079566, 3.310109, -1.641178], [1.700615, 0.114865, 0.793497], [-0.646184, -3.338111, 4.297773], [0.368257, 0.596496, 5.833419], [-3.091374, -0.876107, -2.520870], [-5.297116, -2.114320, 2.048741], [-3.779450, 3.778950, -2.586970], [-0.157286, -1.035925, 2.037359], [1.893970, -4.843273, -2.848447], [4.417983, 1.642726, 0.058251], [2.497623, -2.509212, 1.739478], [1.873120, -2.089195, -6.967892], [1.178036, -2.739555, 0.604108], [-3.626139, -1.435468, 0.920561], [-1.360934, 2.340565, -0.601137], [0.660064, -2.967075, 2.607529], [-2.409581, -2.224447, -5.163053], [-3.987616, 5.146383, -0.560886], [5.077459, 2.781301, 0.267086], [6.303593, 2.714152, -0.366681], [-2.386358, 0.478695, -3.889685], [1.761989, -2.889807, -4.899656], [5.225134, 4.740251, 0.960644], [-0.971287, -2.087431, 3.791491], [0.200259, 0.454048, 6.887966], [4.465111, 3.969819, 0.863920], [3.446123, 1.441460, 0.498896], [5.065540, -1.418794, 0.210963], [1.617067, -3.109579, 1.522094], [-1.365279, -4.101986, 5.322262], [5.174941, 0.858682, -0.689545], [0.381474, 7.241151, -1.834444], [-0.170395, -1.882009, 2.721075], [4.095143, 3.728890, 1.856698], [1.485852, -1.762530, 6.969687], [-3.625604, 2.320025, -1.633117], [1.344163, -0.790142, -5.359189], [0.380271, 0.566207, -6.590743], [1.409676, 6.547419, -0.602850], [-1.806060, 2.331311, -4.806935], [-0.348454, 0.021735, -0.107224], [3.175071, -2.209317, 6.757936], [1.646072, -2.016396, -5.917670], [0.093962, 3.970995, -0.901961], [-1.738855, -1.488264, 4.244734], [3.750046, -0.521337, -1.225983], [-3.982584, -3.559350, 1.147627], [-3.667938, 0.012402, 1.165970], [-0.465081, 1.242069, 4.980788], [-2.830184, -2.847797, -3.592150], [2.079638, 0.443064, -6.885742], [0.554257, 2.500050, 2.097606], [-1.829267, -3.246513, 6.511371], [-4.103785, -0.720315, -3.971132], [1.364875, 0.911974, -1.285115], [-2.471092, 4.271302, -5.110759], [-5.412668, -5.080645, 0.923558], [-2.763080, -3.407150, 0.520536], [-4.475328, -2.350415, 1.390660], [-3.630118, 3.794670, 0.482612], [-0.776931, -4.929462, 5.714355], [0.741547, -4.829351, 3.649955], [1.487480, 0.260207, 5.124672], [3.457331, -4.047555, -2.531539], [-3.847197, -5.578601, 1.583803], [-1.793331, -2.170027, 6.374200], [2.367940, -4.385377, -1.275074], [1.584098, -2.179354, -3.729812], [-0.286852, 1.995162, 2.555428], [-4.936905, 0.707520, 0.628749], [0.859372, 6.320178, -1.515530], [0.923654, 0.354864, -0.216854], [-2.051614, 4.390762, -0.721453], [2.389764, -4.034534, -2.312026], [3.395291, -0.561854, 4.895139], [1.344436, 0.481434, -6.083928], [5.067097, -2.470989, -0.082817], [-2.323315, -2.020391, -4.098605], [6.969614, 3.558898, -0.343398], [-4.647037, 1.739454, 0.470005], [2.060307, 0.574571, 3.067558], [-2.449896, 3.302152, -6.565324], [-1.291767, -2.011250, -3.751146], [2.651693, -0.438480, 5.678689], [-5.192920, 0.214090, -0.304456], [-3.487595, 0.179495, 2.227360], [-2.689833, 1.354502, -4.848021], [-1.063857, 2.694752, 2.860730], [-2.576404, -2.077591, 0.308888], [1.704924, -2.694383, -2.358334], [-2.229441, -4.574943, 4.853869], [2.266103, -1.932354, -1.811936], [-4.616489, -4.809132, 1.610359], [-1.286119, 0.936573, -3.211370], [2.023732, -2.500690, 5.443726], [4.258691, -1.319947, 0.937126], [0.729096, -2.714734, -1.868215], [-1.863120, 6.503896, -1.240067], [-2.795244, 0.393272, 0.628713], [6.015327, -1.172739, 0.681719], [-0.736400, 1.258598, 1.889520], [-2.813351, -3.610247, 6.810311], [1.530918, 1.337246, -5.447917], [-1.447266, 5.531115, -1.024966], [1.376130, -0.902045, -4.034170], [0.313305, -3.844402, 3.544960], [-4.968454, -4.726242, 2.633689], [-1.891655, 3.526241, -5.661810], [3.675063, 4.324295, 0.207503], [-0.903074, 0.353719, -2.376138], [1.368028, -0.077680, -3.322048], [4.816711, -0.534909, -1.000734], [1.533836, 5.921439, -2.265948], [1.951294, -4.142795, 1.454122], [-3.489766, 4.177629, -0.526912], [-3.481137, 1.318104, -5.579881], [-1.104552, 3.386410, -0.694899]],
  "atomic_forces_ev_per_a": [[0.1419, -0.3084, -0.0926], [0.0581, 0.2245, -0.2091], [0.1837, 0.0843, 0.1754], [-0.0965, 0.1560, -0.2747], [0.7522, -0.3320, 0.3663], [0.6784, 0.0298, 0.3419], [0.0805, 0.2137, 0.0367], [-0.1479, -0.0406, 0.0087], [0.6335, -0.4164, -0.0154], [-0.0771, -0.7102, 0.3008], [0.0144, -0.3007, 0.0758], [-0.0100, -0.0386, 0.5612], [-0.5711, 0.0418, -0.5942], [0.0043, 0.0712, -0.1980], [-0.9532, 0.4675, -0.3616], [0.4016, 0.1232, -0.2744], [0.0838, 0.2482, 0.3889], [-0.4828, 0.1089, -0.4387], [-0.0827, -0.2722, -0.9589], [0.0339, -0.0411, 0.3070], [0.8775, 1.0123, -0.3211], [-0.1134, 0.1749, -0.1956], [0.0584, -0.1494, -0.1581], [-0.7396, 0.2890, 0.1503], [-0.2859, 0.2682, 0.0076], [-0.2657, -0.1750, -0.2785], [0.0432, -0.0716, 0.0255], [0.3792, -0.2030, -0.2103], [-0.0660, 0.2414, -0.2666], [-0.1098, 0.7274, 0.4306], [-0.0866, 0.1480, -0.0333], [-0.2907, -0.2716, -0.0432], [-0.1162, -0.0272, -0.0726], [-0.1279, -0.0643, -0.1561], [0.1801, -0.0250, 0.2798], [-0.7633, 0.2073, -0.3468], [0.2033, 0.2531, -0.0847], [0.1945, 0.0915, 0.1054], [-0.1200, 0.0948, -0.3097], [-0.1658, 0.3727, 0.5370], [-0.3721, 0.0918, -0.5740], [0.2131, -0.2869, 0.1487], [-0.0109, 0.0085, 0.0026], [-0.0467, -0.6065, 0.3407], [0.3408, -0.3079, 0.0043], [0.4395, -0.0894, 0.0356], [-0.1456, -0.5008, -0.4495], [0.0050, -0.4231, -0.1922], [0.8212, -0.2103, 0.2755], [-0.7439, 0.1048, 0.8599], [-0.2251, -0.3289, 0.5930], [-0.0814, -0.1048, -0.2365], [-0.2447, 0.9295, 0.0933], [-0.1120, 0.0272, -0.0193], [0.0236, 0.0189, 0.0246], [-0.5954, -0.2773, 0.0459], [1.0485, 0.4402, 0.3248], [-0.0013, 0.2495, 0.1578], [0.0992, -0.0150, -0.0874], [0.1742, 0.5917, -0.2901], [0.1266, 0.0637, -0.3049], [-0.0067, -0.0553, -0.0059], [-0.1008, 0.5161, -0.2805], [0.3620, -0.0524, -1.1687], [-0.0198, 0.0497, -0.0576], [0.0381, 0.0951, -0.2043], [-0.1395, 0.2958, 0.7538], [0.2248, 0.3630, -0.7514], [0.1381, 0.0818, -0.0386], [0.2059, -0.1448, -0.1542], [0.2046, 0.0026, 0.2067], [-0.0822, 0.0158, -0.2229], [0.0373, -0.8180, 0.7037], [0.0141, 0.0005, -0.1259], [-0.1744, -0.1301, -0.1046], [0.0882, 0.0606, -0.1149], [-0.1045, -0.0285, 0.1102], [-0.5082, -0.3264, -0.4219], [0.4114, 0.3480, 0.5342], [-0.0445, -0.1686, -0.0541], [0.4641, 0.1499, -0.3930], [0.0292, 0.0335, 0.1198], [0.2382, -0.1540, -0.0318], [-0.1032, 0.3304, -0.4709], [-0.1058, -0.0606, -0.0406], [-0.2859, 0.0110, -0.2121], [-0.1305, 0.1346, 0.0421], [-0.0247, -0.0334, -0.0318], [-0.4801, -0.3037, 0.5717], [1.1656, -0.7784, 0.9763], [0.1125, -0.0894, 0.6117], [-0.2213, -0.1796, 0.5727], [-0.1802, -0.1963, -0.0977], [0.2161, -0.8119, 1.0490], [0.0003, 0.2939, -0.0632], [-0.6168, -0.3631, -0.9784], [0.2172, 0.0489, -0.0441], [-0.8724, -0.1810, 0.2921], [0.1856, -0.1345, -0.0931], [-0.4055, 0.1531, -0.0862], [-0.1373, -0.0418, -0.0927], [0.2147, -0.1347, -0.1236], [0.0985, 0.0747, -0.1499], [0.1362, -0.6250, 0.5686], [-0.4386, 0.2452, -0.0509], [-0.1770, 0.0380, 0.0466], [0.1656, -0.2301, -0.2174], [0.2047, 0.1968, 0.0088], [0.3008, -0.4345, 0.0586], [0.3239, 0.3187, 0.1223], [0.0182, 0.1892, -0.2072], [0.0422, -0.1194, 0.0218], [0.5388, -0.3089, -0.4114], [0.1708, -0.6366, 0.6566], [-0.0167, -0.0290, 0.0575], [0.0178, 0.3453, 0.0111], [-0.1566, -0.1325, -0.3417], [-0.4232, -0.1161, 0.3402], [0.0999, -0.0940, 0.1058], [0.0553, -0.1713, 0.0153], [0.3584, -0.0273, -0.2715], [-0.2163, 0.5293, -0.2448], [0.0329, -0.1452, 0.2642], [0.4306, 0.4122, -0.6060], [-0.0356, 0.1745, -0.0069], [0.6230, -0.3871, -0.1135], [-0.1312, 0.2328, -0.0474], [-0.5636, 0.4665, 0.6009], [-0.0739, 0.0605, 0.0967], [0.2062, 0.4416, 0.1887], [-0.2591, -0.1497, 0.1690], [-0.0946, 0.3947, 0.2474], [-0.0310, 0.1304, -0.1293], [-0.2467, -0.0710, -0.0985], [-0.4718, 0.3427, -0.2296], [-0.1114, -0.2987, 0.1084], [-0.2430, 0.0095, 0.4015]],
  "mulliken_charge": [0.3431, 0.3674, 0.4946, -0.9222, -0.0373, -0.3368, 0.4984, 0.5732, 0.7369, 0.4845, 0.4406, 0.2900, 0.3193, 0.6232, -1.8042, 0.3413, 0.4096, 0.5273, -0.4158, 0.9798, -0.8045, -0.1445, 0.4719, -0.5576, -0.3769, 0.4501, 0.2697, 0.0003, 0.5036, -0.0093, 0.2981, 0.5245, 0.1740, 0.5771, 0.8495, 0.5201, 0.3684, 0.4262, 0.1843, -0.5196, 0.2397, -0.1080, 0.3207, -0.6743, 0.5521, -0.8277, 0.1759, -0.9802, -0.9682, -0.3596, 0.2656, 0.3100, -0.5635, 0.2889, 0.3474, 0.0747, 0.2483, 0.3187, 0.3260, 0.2873, 0.5281, 0.4396, -1.0213, -1.4399, 0.6032, -0.5386, 0.1641, 0.2797, -0.5517, 0.4667, 0.4475, 0.3811, -1.0827, 0.6221, -0.8946, 0.3287, 0.3445, -1.2345, -0.2951, 0.3494, 0.3879, 0.5466, 0.3609, 0.4037, 0.3471, 0.2746, 0.3108, 0.4120, -0.8551, -1.1298, -0.7593, -0.3325, 0.1748, -1.7418, 0.3209, -0.9108, 0.3928, -0.9935, 0.4643, -0.0039, 0.3983, 0.3755, -0.0157, -0.5032, 0.3568, 0.3313, -0.2222, 0.4115, -0.0336, 1.8981, 0.3389, -0.8301, -0.8702, 0.0319, 0.0892, 0.0063, -0.3741, 0.4258, -0.3651, 0.4502, 0.0978, 0.3335, 0.3114, -0.0933, -0.4343, -0.4630, 0.3631, -0.8441, 0.3627, 0.5997, 0.5902, 0.2819, 0.3211, 0.4267, -0.6686, 0.6172, -0.6598],
  "homo_lumo_gap_ev": 7.961,
  "e_homo_ev": -17.751,
  "charge": 5,
  "de_lowest_kj_mol": 0.0
}

***

2.
{
  "formula": "CH6N2O3S",
  "method": "ωB97M-V with the def2-TZVPD basis set",
  "symbols": ["N", "S", "C", "H", "H", "O", "N", "H", "O", "O", "H", "H", "H"],
  "coordinates": [[-1.182296, -1.634714, -0.350715], [-1.033296, -1.782072, 1.370490], [0.935107, 0.903263, -0.231237], [0.647900, 0.636335, 2.800027], [1.787022, 1.323295, -0.899639], [-0.026153, -2.873748, 1.425104], [0.217027, 0.863846, 1.939045], [-0.266670, -1.859880, -0.688993], [1.290773, 0.696085, 1.121775], [-2.329471, -2.048527, 1.997720], [0.640344, 0.028021, -0.623991], [-1.920178, -2.176525, -0.749772], [0.093049, 1.461301, -0.121694]],
  "atomic_forces_ev_per_a": [[-0.2380, 1.5008, 1.4406], [0.0315, -2.8633, -0.9363], [3.2845, 1.8491, -0.0458], [0.4419, -0.3667, 1.5817], [-1.3968, -0.3958, 1.6859], [-0.4297, 1.5259, 0.7973], [0.0973, -0.1238, -2.0655], [0.2059, -0.4288, -0.3439], [0.6837, -0.0899, 0.9482], [0.8983, 0.8180, -0.8130], [-0.7888, -3.2560, -1.4983], [-0.4941, -0.4585, -0.0141], [-2.2957, 2.2890, -0.7368]],
  "mulliken_charge": [-0.5564, 0.9027, -0.4763, 0.2454, 0.2387, -0.4983, -0.4105, 0.2909, -0.0761, -0.5001, 0.1692, 0.2862, 0.3845],
  "homo_lumo_gap_ev": [9.961, 6.951],
  "e_homo_ev": [-10.158, -9.443],
  "charge": 0,
  "de_lowest_kj_mol": 473.2
}